The following is a quantum chemistry calculation of C48H41MnN8O2P2 as an isolated structure, from the Open Molecules 2025 dataset.

Computed properties:
Spin multiplicity   2
LUMO energy (alpha / beta)   -2.68 / -2.73 eV
Total charge   +1
Frontier orbital gap (alpha / beta)   7.8087 / 7.7422 eV
<S²>   0.8339
HOMO (alpha / beta)   -10.49 / -10.47 eV

The geometry in XYZ format:
```
102
Properties=species:S:1:pos:R:3:forces:R:3:lowdin_spin:R:1
Mn -0.593897 -0.286653 -0.635854 -0.352 -0.497 0.369 1.00
C 2.700114 -0.637101 1.144536 0.208 0.106 0.048 0.00
N 2.148535 0.196304 2.196185 -0.065 0.051 -0.072 0.00
C 0.900202 -0.301361 2.733869 0.272 -0.158 0.259 0.00
P -0.595616 0.180617 1.786891 0.012 0.376 -0.545 -0.01
C -1.818312 -0.750150 2.778251 -0.066 0.056 0.048 0.00
C -2.770395 -0.147733 3.597565 -0.085 -0.033 0.005 0.00
C -3.652875 -0.926768 4.340254 0.054 0.011 -0.053 0.00
C -3.585411 -2.310123 4.283416 0.021 -0.002 -0.011 0.00
C -2.619906 -2.921044 3.491781 -0.008 0.098 -0.014 0.00
C -1.746220 -2.144294 2.747281 -0.018 -0.092 0.073 0.00
C -0.867718 1.932187 2.238457 0.026 0.011 0.192 0.00
C -2.090015 2.552828 1.960519 -0.032 -0.018 0.051 0.00
C -2.299131 3.889711 2.263844 0.072 -0.025 -0.004 0.00
C -1.283335 4.641358 2.842072 -0.059 -0.024 -0.025 0.00
C -0.068525 4.039833 3.127754 0.026 -0.102 -0.023 0.00
C 0.137596 2.694685 2.835448 0.015 0.121 -0.006 0.00
C 3.115336 0.718232 3.117191 -0.133 -0.191 0.009 0.00
C 4.000173 1.694028 2.668798 0.089 0.065 -0.027 0.00
C 4.954960 2.217029 3.528263 -0.006 -0.014 0.020 0.00
C 5.026657 1.787805 4.849204 -0.067 -0.014 -0.092 0.00
C 4.142377 0.817691 5.294969 -0.015 -0.024 -0.028 0.00
C 3.196353 0.274206 4.431712 0.041 0.046 0.101 0.00
P 1.831971 -0.429321 -0.462279 -0.574 -0.383 -0.415 -0.01
C 2.464685 1.194151 -0.978422 -0.009 0.091 0.066 -0.01
C 3.355915 1.371986 -2.029163 0.065 0.053 -0.029 0.00
C 3.781059 2.650984 -2.372576 -0.031 -0.037 0.024 0.00
C 3.315248 3.756136 -1.675309 0.000 -0.006 0.004 0.00
C 2.414107 3.586366 -0.631186 0.024 -0.111 -0.045 0.00
C 1.986835 2.311431 -0.290733 0.037 0.103 -0.010 0.00
C 2.690067 -1.675962 -1.474378 0.308 0.058 0.045 0.01
C 1.981888 -2.517258 -2.329613 0.113 -0.039 -0.113 0.00
C 2.642911 -3.493133 -3.070397 -0.010 0.059 0.056 0.00
C 4.017079 -3.637451 -2.961414 0.005 0.012 0.012 0.00
C 4.736561 -2.800343 -2.116101 -0.061 0.012 0.000 0.00
C 4.077993 -1.827363 -1.381775 0.036 -0.052 -0.004 0.00
H 2.721227 -1.706751 1.402845 -0.067 -0.009 0.094 0.00
H 3.726459 -0.317718 0.973632 0.051 -0.081 0.046 0.00
H 0.755406 0.051288 3.754137 -0.007 0.051 0.008 0.00
H 0.882129 -1.399745 2.773768 0.004 -0.020 0.069 0.00
H -2.832779 0.930036 3.670700 0.014 -0.052 0.007 0.00
H -4.390617 -0.444954 4.969127 0.016 0.000 -0.012 0.00
H -4.273671 -2.912856 4.862173 0.009 0.015 -0.010 0.00
H -2.547792 -4.000542 3.448548 0.000 0.019 0.004 0.00
H -0.997732 -2.641663 2.142660 0.022 0.022 -0.025 0.00
H -2.908582 1.986019 1.532548 0.031 -0.012 0.036 0.00
H -3.260264 4.341151 2.050709 0.018 0.003 0.007 0.00
H -1.442857 5.686553 3.076628 -0.001 -0.038 -0.011 0.00
H 0.727593 4.612230 3.586873 -0.005 -0.019 -0.004 0.00
H 1.101663 2.262654 3.068653 -0.026 -0.006 -0.011 0.00
H 3.928635 2.044474 1.644787 -0.001 0.000 0.030 0.00
H 5.638325 2.975296 3.167194 -0.013 -0.009 0.002 0.00
H 5.764793 2.205604 5.521292 -0.018 -0.012 -0.020 0.00
H 4.194801 0.465815 6.317364 -0.010 -0.001 -0.013 0.00
H 2.532133 -0.503023 4.788479 0.025 0.012 0.018 0.00
H 3.716606 0.520927 -2.593869 -0.013 0.025 0.018 0.00
H 4.476873 2.780849 -3.191660 -0.011 -0.003 0.008 0.00
H 3.648852 4.749374 -1.947041 0.004 -0.013 -0.005 0.00
H 2.041309 4.442616 -0.082499 0.002 -0.009 -0.008 0.00
H 1.282203 2.193388 0.522605 0.006 -0.027 -0.035 0.00
H 0.914746 -2.396537 -2.452324 -0.042 0.023 0.051 0.00
H 2.079582 -4.133856 -3.737015 -0.001 0.012 0.014 0.00
H 4.532505 -4.395917 -3.536811 -0.021 0.011 0.009 0.00
H 5.810643 -2.903330 -2.031532 -0.015 -0.003 -0.004 0.00
H 4.659028 -1.176057 -0.738932 -0.018 -0.022 -0.030 0.00
N -0.718638 -3.596581 -0.257579 -0.048 0.047 0.037 0.00
C -1.954515 -3.059020 -0.196337 0.199 -0.263 0.066 0.00
N -2.980380 -3.888142 -0.068507 -0.001 0.239 -0.055 0.00
C -4.173706 -3.298498 -0.024108 -0.301 -0.140 0.062 0.00
N -5.247079 -4.080877 0.150043 0.064 0.103 -0.004 0.00
N -4.405881 -1.968014 -0.152496 0.213 -0.289 -0.008 0.00
C -3.307626 -1.265081 -0.252583 -0.296 0.837 -0.093 0.00
N -2.058168 -1.714272 -0.206528 0.361 -0.265 0.197 0.00
C -3.428216 0.207397 -0.515248 0.008 -0.519 0.241 0.00
C -4.640281 0.852213 -0.634014 -0.122 0.127 0.008 0.00
C -4.632549 2.199524 -0.972323 -0.148 -0.010 -0.002 0.00
C -3.426401 2.843841 -1.181966 0.109 0.003 -0.026 0.00
C -2.251332 2.125919 -1.029325 -0.129 0.056 0.051 0.00
N -2.262335 0.837731 -0.685564 -0.036 0.093 -0.546 0.00
H -0.670578 -4.587426 -0.428248 -0.031 -0.008 0.017 0.00
H 0.045346 -3.032186 -0.595609 -0.068 0.036 0.019 0.00
H -5.133541 -5.078144 0.161408 0.013 -0.006 -0.003 0.00
H -6.163374 -3.673363 0.106172 0.006 -0.005 0.001 0.00
H -5.555243 0.297552 -0.482707 0.030 -0.004 0.001 0.00
H -5.566122 2.736199 -1.084085 0.020 -0.015 0.005 0.00
H -3.379940 3.886648 -1.463924 -0.027 -0.016 0.016 0.00
H -1.278911 2.578038 -1.174626 0.001 -0.024 -0.033 0.00
O -2.272851 -2.796044 -3.213093 -0.007 -0.050 0.039 0.00
C -1.624173 -1.806452 -3.454079 0.079 0.047 0.004 0.00
N -0.967457 -1.008442 -2.520646 0.210 0.136 -0.413 0.01
C -0.422536 0.043278 -3.150898 0.068 0.202 -0.048 0.00
O 0.104856 0.918272 -2.445046 0.100 0.399 -0.104 0.01
C -0.610069 -0.048925 -4.630095 0.071 0.132 0.319 0.00
C -0.207969 0.741422 -5.685455 -0.004 -0.008 -0.065 0.00
C -0.585653 0.327022 -6.963237 -0.050 -0.073 0.026 0.00
C -1.343568 -0.827635 -7.151716 0.036 0.066 0.052 0.00
C -1.750368 -1.610186 -6.070177 0.013 0.005 -0.120 0.00
C -1.362901 -1.195576 -4.817190 -0.114 -0.217 0.209 0.00
H 0.376647 1.639356 -5.531737 -0.009 -0.020 0.005 0.00
H -0.289259 0.909919 -7.825610 0.001 -0.003 0.018 0.00
H -1.622014 -1.119792 -8.155853 0.008 0.012 0.005 0.00
H -2.341677 -2.506472 -6.209146 0.015 0.028 0.020 0.00
```
Forces are in eV/Å.

The following is a quantum chemistry calculation of one molecule with the formula C22H17ClF3N5O, from the Open Molecules 2025 dataset.

Computed properties:
LUMO energy   0.43 eV
Frontier orbital gap   8.9038 eV
HOMO   -8.47 eV

The geometry in XYZ format:
```
49
Properties=species:S:1:pos:R:3:forces:R:3:lowdin_charge:R:1
N -3.594667 -3.784202 -2.715441 -2.722 -1.288 1.871 0.13
C -2.834670 -3.134423 -1.813045 -0.396 1.076 -1.878 -0.56
N -1.647850 -2.886843 -2.189741 2.664 1.085 0.107 0.12
C -0.870510 -1.929207 -1.404272 -1.045 -0.534 -0.317 -0.21
C -0.815960 -0.491409 -1.982636 0.068 0.239 -1.483 -0.14
C -1.612132 -0.101014 -3.057143 -1.379 -0.731 -0.416 -0.03
C -1.583954 1.188177 -3.613461 -0.156 -2.055 -0.026 -0.07
C -0.796002 2.158705 -3.077097 0.386 -2.103 1.995 -0.01
C -0.015811 1.819228 -1.967163 0.880 -1.491 -0.314 -0.21
O 0.682374 2.792848 -1.286297 0.602 0.705 -1.028 0.03
C 1.894425 2.506806 -0.707480 0.693 -1.146 2.783 -0.25
C 3.074282 1.960227 -1.274056 -2.372 -0.317 2.348 0.01
C 4.016039 1.343452 -0.443036 0.435 1.394 -0.803 -0.06
C 4.109762 1.620654 0.928861 -1.091 0.620 -0.199 -0.02
C 3.050505 2.339840 1.527308 -1.492 -0.345 -2.012 -0.07
C 3.057574 2.642531 3.038097 0.376 -0.244 -1.081 -0.51
F 2.764176 1.454040 3.664954 0.259 1.477 0.281 0.10
F 4.325723 3.025807 3.338803 -0.659 -0.444 0.553 0.12
F 2.243605 3.640582 3.509427 0.651 -1.601 -0.763 0.11
C 1.881924 2.587075 0.692985 1.724 1.169 1.980 0.07
C 0.119619 0.461269 -1.579841 -0.765 0.633 0.841 0.04
N -1.462836 -1.899666 -0.037822 1.302 0.574 -0.315 0.06
C -0.687210 -1.353837 1.015294 -0.402 0.002 0.935 -0.27
C 0.276942 -2.120174 1.668083 0.255 -0.756 -0.886 0.00
C 0.792562 -1.699996 2.910790 1.608 -1.263 -0.138 -0.08
C 0.419927 -0.523569 3.523650 -1.102 0.541 0.952 -0.13
C -0.464370 0.267430 2.782107 0.295 0.612 0.231 -0.59
Cl -0.898156 1.906721 3.360489 0.203 -1.051 -0.174 0.64
C -1.001936 -0.129257 1.551286 -0.525 2.281 1.381 -0.07
C -2.807411 -2.000392 0.068419 0.210 -1.322 0.201 -0.41
N -3.415706 -1.598858 1.193758 1.314 0.937 0.897 0.18
N -3.531450 -2.646529 -0.777053 -0.756 0.495 0.501 0.17
H -3.239142 -3.687489 -3.609039 0.265 -0.191 -2.055 0.06
H -4.614087 -3.770743 -2.502341 1.485 -0.034 -0.692 0.12
H 0.159490 -2.284496 -1.337758 -0.009 -0.038 0.275 0.14
H -2.323010 -0.841489 -3.478662 0.618 0.514 0.276 0.11
H -2.133491 1.352054 -4.529008 -0.209 0.222 0.101 0.11
H -0.873392 3.071490 -3.500517 0.278 3.129 -0.844 0.08
H 2.942466 1.771578 -2.274497 0.639 -0.552 -2.482 0.09
H 4.790286 0.810681 -0.987552 0.117 -0.080 0.465 0.11
H 4.987328 1.312673 1.465817 0.078 -0.138 0.299 0.11
H 1.060896 3.024066 1.262841 -0.234 -0.159 -0.594 0.11
H 0.832043 0.162305 -0.825053 0.191 0.316 0.190 0.12
H 0.531034 -3.036715 1.052512 0.105 0.818 1.540 0.14
H 1.611500 -2.240736 3.454498 -1.074 0.013 -0.835 0.12
H 0.670184 -0.335128 4.621997 -0.080 0.095 -1.985 0.14
H -1.737944 0.623468 1.204055 0.481 -1.062 -0.488 0.13
H -4.383198 -1.468996 1.094541 -1.218 -0.460 0.431 0.10
H -2.949771 -1.878541 2.039443 -0.494 0.459 0.375 0.12
```
Forces are in eV/Å.

The following is a quantum chemistry calculation of a 2-piece molecular cluster, C7H11N2S overall, from the Open Molecules 2025 dataset.

Computed properties:
LUMO energy (alpha / beta)   -6.06 / -6.06 eV
Total charge   +1
Frontier orbital gap (alpha / beta)   7.0652 / 7.0645 eV
HOMO (alpha / beta)   -13.13 / -13.12 eV

The geometry in XYZ format:
```
21
Properties=species:S:1:pos:R:3:forces:R:3:lowdin_charge:R:1
C 1.367544 1.774312 -0.059398 -1.246 0.355 -0.288 -0.10
C 3.205133 1.312889 1.040415 -0.705 0.532 0.564 -0.37
C 0.820960 0.842437 0.865048 0.716 1.395 -0.376 -0.51
C -2.748407 0.263325 0.439822 -1.030 2.775 -3.405 0.14
C -1.509278 0.706475 0.143700 -1.419 1.559 -1.331 -0.16
C -0.293381 -1.747141 -1.801162 -3.166 1.789 3.132 -0.09
C -0.499606 0.455854 1.061477 2.624 0.634 -2.009 -0.05
N 2.652448 2.092863 0.145248 -0.498 -0.342 -1.723 0.02
N -0.215877 -1.850037 -0.301958 0.852 0.483 0.508 -0.04
S 2.075018 0.442321 1.979130 0.811 -0.772 0.031 1.13
H 0.726305 2.263701 -0.866008 1.294 -0.533 1.232 0.16
H 4.284124 1.322008 1.131142 -0.094 -0.191 0.573 0.10
H -3.682784 0.564138 -0.174071 1.819 -0.769 1.014 0.13
H -2.886088 -0.270903 1.296735 -0.530 -1.561 2.161 0.05
H -1.250366 1.405751 -0.717955 -0.694 -1.368 1.030 0.15
H 0.301594 -0.996531 -2.198318 2.145 0.973 -0.374 0.05
H -0.141636 -2.689887 -2.151382 0.187 -2.295 -1.915 0.05
H -1.282771 -1.255616 -2.048798 0.533 -1.385 0.232 0.10
H -0.635540 0.093269 2.003861 -1.159 -1.547 2.299 0.10
H -0.907872 -2.414887 0.167384 -0.820 -0.037 -0.714 0.08
H 0.620482 -2.314341 0.045088 0.380 0.304 -0.641 0.08
```
Forces are in eV/Å.

Relative energy (zero: lowest compared OMol25 entry of this formula, charge and spin) readings, ordered: 16.3; 46.0; 72.0 kcal/mol